No. 1
{
  "formula": "CH12LiO9P",
  "method": "ωB97M-V with the def2-TZVPD basis set",
  "symbols": ["Li", "P", "O", "O", "O", "O", "O", "H", "H", "O", "H", "H", "O", "H", "H", "O", "H", "H", "C", "O", "H", "H", "H", "H"],
  "xyz": [[-0.154, 0.231, 0.362], [0.693, 0.796, -1.168], [0.269, -0.646, -0.857], [-0.138, 1.596, -2.139], [2.229, 0.856, -1.593], [0.303, 1.617, 0.143], [2.050, -1.355, -0.081], [1.142, -1.085, -0.215], [2.564, -0.735, -0.599], [-1.904, 1.507, -1.363], [-1.012, 1.411, -1.698], [-1.880, 1.099, -0.498], [-1.201, -1.804, -1.329], [-1.630, -1.160, -1.891], [-0.404, -1.367, -1.028], [-1.718, 0.151, 0.367], [-1.930, -0.781, 0.319], [-2.427, 0.531, 0.886], [1.118, 0.039, 1.963], [-0.202, -0.397, 1.889], [1.281, 0.760, 2.764], [1.794, -0.811, 2.062], [1.509, 0.557, 1.087], [-0.349, -1.008, 2.615]],
  "mulliken_charge": [0.53, 0.68, -0.76, -0.75, -1.03, -0.74, -0.86, 0.31, 0.34, -0.98, 0.58, 0.25, -0.93, 0.28, 0.72, -0.42, 0.27, 0.25, -0.78, -0.32, 0.22, 0.31, 0.54, 0.26],
  "molar_mass_g_mol": 206.0,
  "total_energy_ev": -29144.11226,
  "gap_ev": 4.214,
  "total_charge": -2
}

No. 2
{
  "formula": "CH12NO3",
  "method": "ωB97M-V with the def2-TZVPD basis set",
  "symbols": ["C", "N", "H", "H", "H", "H", "H", "H", "H", "H", "O", "H", "H", "O", "H", "H", "O"],
  "xyz": [[0.487, -1.693, -0.759], [0.396, -0.285, -0.282], [0.457, -2.368, 0.089], [1.389, -1.850, -1.346], [-0.374, -1.914, -1.388], [-0.393, -0.180, 0.355], [1.213, 0.066, 0.275], [0.112, 0.374, -1.000], [-1.123, 3.041, -0.120], [-1.944, 2.094, -0.947], [-1.017, 2.193, -0.625], [3.523, 0.859, 0.599], [3.108, -0.124, 1.685], [2.772, 0.324, 0.896], [-2.600, -0.628, 1.454], [-3.450, 0.248, 0.528], [-2.555, -0.155, 0.586]],
  "mulliken_charge": [-0.83, -0.22, 0.37, 0.33, 0.37, 0.35, 0.30, 0.41, 0.43, 0.41, -0.30, 0.32, 0.32, -0.65, 0.41, 0.41, -0.40],
  "molar_mass_g_mol": 86.1,
  "total_energy_ev": -8842.96467,
  "gap_ev": [11.232, 3.319],
  "total_charge": 2,
  "e_above_lowest_kj_mol": 15.4,
  "multiplicity": 2
}

Number 2 is which compound?
CH12NO3